[1]
Density functional theory data (ωB97M-V/def2-TZVPD) for C22H44O30S7 as an isolated structure in a non-equilibrium geometry.

The geometry in XYZ format:
```
103
C22H44O30S7 | the Open Molecules 2025 dataset | ωB97M-V/def2-TZVPD
C -13.560 -0.177 -14.151
C -14.396 0.829 -13.329
C -13.718 2.189 -13.558
O -12.503 1.905 -14.244
C -12.717 0.764 -15.029
H -14.149 -0.852 -14.770
H -12.943 -0.760 -13.468
H -14.433 0.570 -12.271
H -15.432 0.813 -13.670
H -13.469 2.754 -12.662
H -14.371 2.837 -14.157
H -11.742 0.323 -15.238
H -13.273 0.983 -15.949
C -14.411 4.752 -19.013
C -13.910 3.316 -18.793
C -12.643 3.490 -17.936
O -12.671 4.804 -17.409
C -13.373 5.630 -18.349
H -15.380 4.925 -18.561
H -14.518 4.896 -20.086
H -13.579 2.817 -19.705
H -14.706 2.698 -18.373
H -11.724 3.381 -18.507
H -12.681 2.741 -17.142
H -12.646 6.034 -19.063
H -13.797 6.474 -17.808
C -11.060 6.650 -15.420
C -11.397 5.437 -14.532
O -11.126 5.803 -13.186
S -10.709 7.342 -13.119
O -9.624 7.534 -12.237
O -11.891 8.111 -12.989
O -10.159 7.420 -14.609
H -11.954 7.249 -15.602
H -10.605 6.332 -16.350
H -10.725 4.634 -14.842
H -12.387 5.064 -14.786
C -16.289 2.500 -21.448
C -17.813 2.286 -21.456
O -18.395 3.570 -21.440
S -17.325 4.759 -21.324
O -17.155 5.145 -19.974
O -17.655 5.750 -22.272
O -16.109 3.862 -21.858
H -15.797 1.852 -22.167
H -15.828 2.358 -20.472
H -18.102 1.701 -20.584
H -18.115 1.769 -22.366
C -10.003 1.431 -23.030
C -10.646 0.171 -23.590
O -11.978 0.159 -23.099
S -12.212 1.231 -21.934
O -12.540 0.513 -20.754
O -13.018 2.304 -22.330
O -10.689 1.645 -21.798
H -10.162 2.291 -23.687
H -8.934 1.354 -22.854
H -10.132 -0.743 -23.281
H -10.583 0.152 -24.679
C -7.584 5.883 -21.050
C -7.831 4.460 -21.531
O -9.027 4.061 -20.880
S -9.987 5.295 -20.601
O -10.198 5.446 -19.212
O -11.084 5.256 -21.489
O -8.924 6.418 -21.016
H -7.015 6.472 -21.759
H -7.207 5.946 -20.030
H -7.078 3.697 -21.381
H -8.015 4.584 -22.608
C -9.779 1.057 -18.489
C -8.869 0.326 -17.520
O -7.805 1.265 -17.298
S -8.213 2.765 -17.623
O -7.419 3.243 -18.700
O -8.252 3.539 -16.442
O -9.702 2.417 -18.114
H -10.779 0.634 -18.547
H -9.341 0.958 -19.489
H -8.475 -0.584 -17.958
H -9.327 0.167 -16.544
C -20.150 0.652 -17.702
C -20.774 1.996 -17.447
O -19.782 2.628 -16.625
S -18.320 2.214 -17.122
O -17.602 1.767 -15.996
O -17.797 3.182 -17.993
O -18.795 0.987 -18.038
H -20.553 0.006 -18.477
H -20.165 0.067 -16.776
H -21.691 1.915 -16.868
H -20.981 2.597 -18.333
C -12.868 10.103 -20.763
C -12.546 8.992 -19.772
O -13.859 8.571 -19.332
S -14.836 8.576 -20.568
O -16.140 8.958 -20.194
O -14.647 7.410 -21.350
O -14.140 9.809 -21.332
H -12.101 10.148 -21.541
H -12.877 11.110 -20.345
H -12.012 9.353 -18.901
H -12.094 8.137 -20.271
```

Values from the calculation:
Relative energy (zero: lowest compared OMol25 entry of this formula, charge and spin): 0.000 eV
Total charge: 0
Highest occupied orbital energy: -9.077 eV

Results of the Löwdin charge analysis, in e, for atoms 1 through 4: -0.149 -0.150 -0.188 -0.144



[2]
Density functional theory data (ωB97M-V/def2-TZVPD) for C22H45Al2BrCl2CsN2O15RbS3 as an isolated structure in a non-equilibrium geometry.

The geometry in XYZ format:
```
94
C22H45Al2BrCl2CsN2O15RbS3 | the Open Molecules 2025 dataset | ωB97M-V/def2-TZVPD
O -0.992 1.758 2.154
C 0.254 1.121 1.834
C 0.045 0.209 0.573
C 0.700 -1.188 0.794
Al -0.371 -2.776 0.091
Cl -1.368 -2.412 -1.872
C -1.713 -3.545 1.454
C -3.118 -2.820 1.474
C -3.388 -2.014 2.817
C -4.547 -1.008 2.497
C -3.903 0.353 2.126
C -4.950 1.496 1.991
C -4.497 2.519 0.892
S -5.294 2.304 -0.732
C -4.909 0.708 -1.364
N -4.446 0.588 -2.572
N -4.283 -0.736 -2.839
C -4.653 -1.370 -1.772
O -5.053 -0.516 -0.798
H -0.864 2.707 2.216
H 0.627 0.531 2.688
H 0.987 1.901 1.589
H -1.009 0.182 0.278
H 0.617 0.695 -0.227
H 1.654 -1.189 0.247
H 1.001 -1.356 1.866
H 0.698 -3.964 -0.181
H -1.892 -4.584 1.134
H -1.238 -3.618 2.454
H -3.290 -2.176 0.606
H -3.889 -3.607 1.460
H -2.483 -1.381 3.029
H -3.671 -2.669 3.649
H -5.166 -0.824 3.387
H -5.178 -1.390 1.688
H -3.244 0.623 2.958
H -3.327 0.266 1.196
H -5.912 1.086 1.658
H -5.107 2.002 2.950
H -3.408 2.437 0.776
H -4.714 3.528 1.254
H -4.700 -2.432 -1.577
Rb -0.214 -2.481 3.687
C 2.546 -9.111 1.894
C 1.103 -9.013 2.369
C 0.980 -7.524 2.659
O 1.871 -6.865 1.750
C 2.719 -7.809 1.129
H 2.750 -9.986 1.285
H 3.223 -9.132 2.759
H 0.427 -9.293 1.558
H 0.877 -9.639 3.231
H 1.301 -7.284 3.677
H -0.032 -7.148 2.513
H 2.398 -7.917 0.083
H 3.750 -7.444 1.141
C 2.465 3.925 -2.136
C 3.973 3.791 -2.076
O 4.219 3.377 -0.720
S 2.991 2.499 -0.155
O 3.277 1.095 -0.203
O 2.571 3.116 1.051
O 1.915 2.875 -1.309
H 2.144 4.894 -1.678
H 2.076 3.853 -3.149
H 4.493 4.722 -2.304
H 4.323 3.018 -2.734
Al 0.313 5.080 -0.682
Cl 3.750 0.932 -2.472
C -7.869 -4.060 -1.901
O -7.723 -3.469 -0.613
H -8.675 -4.788 -1.854
H -8.118 -3.292 -2.637
H -6.942 -4.565 -2.187
H -7.009 -2.829 -0.674
O 2.803 4.171 3.934
S 4.236 4.491 3.844
O 4.423 5.736 3.088
O 4.915 3.387 3.145
O 4.797 4.648 5.189
Cs 4.250 -10.810 0.627
Br -1.315 6.529 -2.443
C 7.406 8.183 -3.399
O 6.855 8.517 -4.674
C 5.837 7.743 -5.048
O 5.376 6.829 -4.415
O 5.417 8.157 -6.242
C 4.318 7.409 -6.768
H 8.219 8.880 -3.211
H 6.659 8.294 -2.615
H 7.804 7.170 -3.405
H 3.450 7.491 -6.115
H 4.594 6.365 -6.906
H 4.073 7.840 -7.735
```

Values from the calculation:
Total charge: 0
Highest occupied orbital energy: -6.337 eV

Results of the Löwdin charge analysis, in e, for atoms 1 through 4: -0.092 -0.221 -0.218 -0.306



[3]
Density functional theory data (ωB97M-V/def2-TZVPD) for C22H45AsCl24IO4S2 as an isolated structure in a non-equilibrium geometry.

The geometry in XYZ format:
```
99
C22H45AsCl24IO4S2 | the Open Molecules 2025 dataset | ωB97M-V/def2-TZVPD
C -6.467 -0.636 -0.892
C -5.669 -0.243 -2.103
C -6.160 -0.896 -3.321
O -6.171 -2.300 -3.224
C -5.740 -2.865 -4.435
O -6.527 -3.195 -5.176
C -4.275 -2.943 -4.596
S -3.790 -3.296 -6.286
As -1.625 -2.236 -6.407
C -0.593 -4.028 -6.225
C 0.583 -3.837 -5.323
C 1.523 -5.026 -5.130
I 0.686 -7.011 -5.059
O -4.287 -0.539 -1.895
C -3.650 0.526 -1.451
O -3.349 0.657 -0.357
C -3.282 1.529 -2.476
S -1.750 0.905 -3.213
H -6.997 -1.547 -1.049
H -5.860 -0.679 -0.019
H -7.199 0.123 -0.724
H -5.836 0.805 -2.254
H -7.176 -0.570 -3.446
H -5.611 -0.539 -4.173
H -3.852 -2.008 -4.278
H -3.914 -3.691 -3.920
H -1.642 -2.378 -7.979
H -2.386 -0.853 -6.520
H -1.630 -2.085 -4.814
H -0.257 -1.439 -6.491
H -0.239 -4.254 -7.209
H -1.256 -4.793 -5.893
H 0.274 -3.432 -4.394
H 1.188 -3.078 -5.772
H 2.064 -4.876 -4.230
H 2.240 -5.050 -5.905
H -4.040 1.580 -3.229
H -3.146 2.477 -2.034
H -1.655 1.560 -4.372
C 0.477 4.065 -2.176
Cl 0.832 4.068 -3.909
Cl -0.592 5.400 -1.710
H 0.014 3.120 -1.912
H 1.411 4.192 -1.644
C 2.639 8.101 -0.319
Cl 1.727 8.636 1.100
Cl 2.807 6.344 -0.489
H 2.172 8.495 -1.212
H 3.640 8.499 -0.216
C -4.712 6.950 2.759
Cl -4.619 7.649 4.379
Cl -5.061 8.205 1.562
H -3.759 6.493 2.521
H -5.500 6.211 2.739
C -1.831 9.653 3.790
Cl -2.370 11.228 4.399
Cl -1.625 9.660 2.031
H -0.876 9.399 4.231
H -2.566 8.905 4.056
C -1.493 -3.975 -1.209
Cl -1.395 -4.924 -2.676
Cl -0.070 -2.928 -1.040
H -2.380 -3.355 -1.252
H -1.538 -4.640 -0.356
C 2.922 4.020 1.918
Cl 2.387 4.609 3.498
Cl 2.641 2.287 1.732
H 2.370 4.548 1.153
H 3.982 4.215 1.821
C 5.415 -6.931 -4.478
Cl 4.392 -6.596 -3.073
Cl 4.940 -6.016 -5.909
H 6.434 -6.665 -4.228
H 5.347 -7.987 -4.706
C 1.410 -1.415 2.382
Cl 2.542 -0.193 1.792
Cl 2.249 -2.792 3.115
H 0.770 -0.963 3.128
H 0.823 -1.779 1.550
C -0.369 5.823 5.380
Cl 0.281 7.437 5.081
Cl -2.104 5.815 5.051
H 0.149 5.124 4.736
H -0.215 5.558 6.418
C 4.664 -3.557 6.247
Cl 6.038 -2.568 6.753
Cl 3.572 -3.880 7.599
H 4.119 -3.032 5.472
H 5.038 -4.500 5.868
C 5.945 -3.816 10.858
Cl 7.331 -2.816 11.315
Cl 4.888 -4.142 12.238
H 5.376 -3.296 10.098
H 6.310 -4.758 10.472
C 8.647 -5.389 5.903
Cl 7.737 -5.540 7.409
Cl 7.590 -5.465 4.488
H 9.157 -4.434 5.903
H 9.361 -6.199 5.846
```

Values from the calculation:
Relative energy (zero: lowest compared OMol25 entry of this formula, charge and spin): 1.013 eV
Total charge: -1
Highest occupied orbital energy: -4.001 eV

Results of the Löwdin charge analysis, in e, for atoms 1 through 4: 0.003 -0.348 -0.168 -0.016



[4]
Density functional theory data (ωB97M-V/def2-TZVPD) for a 2-piece molecular cluster, C22H45BrN5O2 overall in a non-equilibrium geometry.

The geometry in XYZ format:
```
75
C22H45BrN5O2 | the Open Molecules 2025 dataset | ωB97M-V/def2-TZVPD
C 2.153 -2.452 1.283
C 0.567 -2.586 1.106
C 0.178 -2.184 -0.406
C -1.084 -1.254 -0.401
C -1.292 -0.386 -1.700
C 0.019 0.200 -2.340
C -0.205 1.468 -3.230
C -0.447 2.807 -2.448
C 0.676 3.168 -1.369
C -0.028 3.372 -0.017
C -0.953 4.486 0.309
C -1.154 5.540 -0.842
N 0.119 6.191 -1.203
C 0.707 6.960 -0.077
N -1.639 4.746 1.402
N -1.494 3.887 2.402
N -2.237 4.114 3.562
C -3.465 3.274 3.589
C -4.394 3.405 2.328
C -4.067 2.352 1.201
C -0.655 2.843 2.285
N -0.570 2.009 3.434
C 0.144 2.459 1.132
Br 1.326 0.947 1.057
H 2.690 -3.396 1.010
H 2.589 -1.648 0.640
H 2.399 -2.179 2.342
H 0.128 -1.890 1.860
H 0.298 -3.638 1.350
H -0.078 -3.143 -0.912
H 1.100 -1.734 -0.836
H -1.164 -0.608 0.515
H -1.976 -1.938 -0.336
H -1.900 -0.967 -2.431
H -1.915 0.502 -1.387
H 0.824 0.332 -1.569
H 0.422 -0.598 -3.025
H -1.080 1.270 -3.894
H 0.691 1.559 -3.898
H -1.467 2.786 -1.980
H -0.463 3.634 -3.203
H 1.188 4.101 -1.702
H 1.449 2.368 -1.305
H -1.584 4.997 -1.713
H -1.867 6.346 -0.525
H -0.027 6.864 -1.953
H 1.767 6.608 0.057
H 0.152 6.871 0.885
H 0.792 8.058 -0.299
H -2.493 5.103 3.515
H -4.046 3.613 4.488
H -3.174 2.216 3.793
H -4.275 4.453 1.939
H -5.478 3.298 2.594
H -3.009 2.425 0.834
H -4.713 2.553 0.308
H -4.221 1.301 1.556
H 0.306 1.483 3.432
H -0.519 2.591 4.282
C 3.675 -8.035 -2.667
O 3.536 -8.690 -1.416
C 4.085 -7.941 -0.340
C 3.002 -7.214 0.442
O 2.380 -6.205 -0.349
C 1.129 -6.611 -0.867
H 3.015 -8.526 -3.382
H 3.399 -6.979 -2.607
H 4.707 -8.124 -3.021
H 4.843 -7.239 -0.701
H 4.577 -8.654 0.329
H 3.464 -6.710 1.295
H 2.258 -7.919 0.826
H 0.370 -6.574 -0.078
H 1.165 -7.619 -1.289
H 0.846 -5.918 -1.660
```

Values from the calculation:
Total charge: +1
Highest occupied orbital energy: -10.605 eV

Results of the Löwdin charge analysis, in e, for atoms 1 through 4: -0.139 -0.233 -0.206 -0.229



[5]
Density functional theory data (ωB97M-V/def2-TZVPD) for a 5-piece molecular cluster, C22H45Cl2FN4O15 overall in a non-equilibrium geometry.

The geometry in XYZ format:
```
89
C22H45Cl2FN4O15 | the Open Molecules 2025 dataset | ωB97M-V/def2-TZVPD
C 2.013 -8.396 0.860
C 1.451 -6.867 0.489
Cl 1.389 -5.977 2.156
C 2.485 -6.000 -0.442
Cl 3.566 -7.266 -1.333
C 1.779 -5.056 -1.575
C 0.766 -3.959 -0.820
C -0.785 -4.515 -0.684
O -1.677 -4.448 -1.706
F -1.295 -5.115 0.593
O 2.639 -4.481 -2.593
C 3.896 -3.921 -2.129
C 3.752 -2.467 -1.316
O 4.929 -1.644 -1.747
N 3.824 -2.610 0.187
C 4.153 -1.294 0.873
C 3.293 -1.159 2.295
N 1.816 -0.830 2.056
N 3.421 -2.455 3.074
N 3.824 -0.035 3.190
H 1.328 -8.820 1.740
H 1.892 -9.153 -0.032
H 3.124 -8.357 1.275
H 0.373 -6.993 0.021
H 3.135 -5.335 0.271
H 1.017 -5.774 -2.152
H 0.701 -3.023 -1.558
H 1.212 -3.545 0.182
H 4.616 -4.638 -1.549
H 4.503 -3.620 -3.116
H 2.777 -1.882 -1.613
H 5.714 -2.215 -1.431
H 4.537 -3.307 0.495
H 3.865 -0.338 0.247
H 5.328 -1.232 1.073
H 1.405 -1.660 1.563
H 1.705 0.016 1.454
H 2.610 -3.071 2.845
H 4.342 -2.922 2.915
H 4.476 -0.534 3.855
H 2.975 0.258 3.751
C -1.506 -1.391 -2.095
O -0.646 -0.254 -2.043
C -1.294 0.932 -1.930
O -2.504 1.086 -1.872
O -0.363 1.919 -1.891
C -0.905 3.233 -1.772
H -0.882 -2.283 -2.186
H -2.093 -1.473 -1.175
H -2.162 -1.339 -2.971
H -1.468 3.335 -0.839
H -1.536 3.470 -2.635
H -0.072 3.941 -1.751
C -0.260 -5.065 5.039
O 0.140 -5.036 6.408
C -0.104 -6.187 7.084
O -0.616 -7.195 6.624
O 0.321 -6.022 8.362
C 0.127 -7.161 9.198
H -0.018 -4.094 4.596
H 0.289 -5.839 4.493
H -1.340 -5.222 4.955
H 0.691 -8.019 8.818
H -0.938 -7.402 9.280
H 0.502 -6.917 10.195
C -4.227 7.947 -4.084
O -3.754 6.633 -3.797
C -4.497 5.640 -4.348
O -5.493 5.788 -5.038
O -3.939 4.453 -3.998
C -4.621 3.310 -4.511
H -3.559 8.661 -3.594
H -4.205 8.139 -5.162
H -5.236 8.091 -3.684
H -4.615 3.316 -5.606
H -5.645 3.268 -4.128
H -4.089 2.418 -4.169
C -3.189 13.612 -3.835
O -2.790 13.640 -2.466
C -3.034 12.490 -1.790
O -3.546 11.481 -2.250
O -2.608 12.655 -0.512
C -2.803 11.515 0.324
H -2.948 14.582 -4.278
H -2.640 12.838 -4.381
H -4.269 13.454 -3.919
H -2.238 10.657 -0.056
H -3.867 11.274 0.406
H -2.427 11.759 1.321
```

Values from the calculation:
Total charge: 0
Highest occupied orbital energy: -9.402 eV

Results of the Löwdin charge analysis, in e, for atoms 1 through 4: -0.208 -0.606 0.573 -0.558



Orbital gap values (in eV) by entry order: 8.86, 2.17, 5.46, 6.47, 8.88.